C24H27BCl5N8OReS | the ωB97M-V functional and the def2-TZVPD basis

ΔE to the lowest compared entry with this formula, charge and spin: 0.00 kcal per mole
Calculated total energy: -4245.87603 Ha
Frontier orbital gap (alpha / beta): 6.6 / 6.6 eV

The geometry in ORCA input format:
```
! RIJCOSX wB97M-V def2-TZVPD def2/J DEFGRID3
* xyz 2 1
Re 0.1111 -0.2407 -0.4065
C -2.9341 -2.9926 -1.3514
C -1.7864 -2.2873 -1.6719
N -1.5028 -1.4134 -0.6930
N -2.4825 -1.5138 0.2348
C -3.3479 -2.4622 -0.1381
B -2.4781 -0.5169 1.4383
N -1.2158 -0.8315 2.2781
C -0.9748 -1.0820 3.5718
C 0.3944 -1.1573 3.7592
C 0.9371 -0.9144 2.5100
N -0.0374 -0.7470 1.6022
N -2.2512 0.9319 0.8468
C -3.0030 2.0120 0.9986
C -2.4452 3.0721 0.2773
C -1.3220 2.5456 -0.3049
N -1.1829 1.2374 0.0372
N -3.7741 -0.5738 2.1647
C -5.0330 -0.4520 1.6495
C -5.9084 -0.3418 2.6927
C -5.0886 -0.3856 3.8394
N -3.8172 -0.5061 3.5267
H -3.4222 -3.7573 -1.9278
H -1.1496 -2.3481 -2.5400
H -4.2085 -2.6883 0.4683
H -1.7994 -1.1487 4.2592
H 0.9118 -1.3303 4.6852
H 1.9700 -0.8369 2.2119
H -3.8867 1.9714 1.6154
H -2.8176 4.0777 0.2043
H -0.5874 3.0124 -0.9376
H -5.2098 -0.4480 0.5857
H -6.9786 -0.2507 2.6439
H -5.3778 -0.3354 4.8764
Cl 0.5409 0.3962 -2.7551
C 1.1165 2.0808 -2.6866
C 1.8512 2.5171 -1.5928
C 2.1802 3.8784 -1.5852
Cl 3.0601 4.5239 -0.2510
C 1.8144 4.7335 -2.6260
Cl 2.2459 6.3809 -2.5746
C 1.0954 4.2375 -3.7168
Cl 0.6499 5.2686 -4.9974
C 0.7286 2.8900 -3.7467
Cl -0.1831 2.2703 -5.0531
C 0.5639 -4.0477 0.1232
S 1.9266 -2.9133 0.1733
C 3.0772 -3.6931 -0.9248
O 1.4896 -1.6705 -0.6749
H 0.2857 -4.2557 -0.9075
H -0.2586 -3.5986 0.6779
H 0.8864 -4.9555 0.6346
H 3.3581 -4.6425 -0.4682
H 3.9495 -3.0472 -0.9982
H 2.6097 -3.8418 -1.8965
C 4.0754 0.4577 -1.9390
C 3.8406 1.2222 -0.6448
C 4.2853 0.4315 0.5775
C 2.3709 1.6527 -0.4753
H 5.1151 0.1386 -2.0051
H 3.8717 1.0660 -2.8207
H 3.4423 -0.4323 -1.9926
H 4.4204 2.1495 -0.6766
H 3.7221 -0.5067 0.6588
H 4.1367 0.9940 1.5004
H 5.3411 0.1712 0.5157
H 2.2436 2.1700 0.4751
H 1.8452 0.6757 -0.3338
*
```

C4H10N2O | the ωB97M-V functional and the def2-TZVPD basis

ΔE to the lowest compared entry with this formula, charge and spin: 95.42 kcal per mole
Calculated total energy: -343.04941 Ha
SMILES: C=C(O)N(N)CC
Frontier orbital gap: 9.4 eV

The geometry in ORCA input format:
```
! RIJCOSX wB97M-V def2-TZVPD def2/J DEFGRID3
* xyz 0 1
C 0.7860 1.1340 -0.2542
C 2.0143 0.6153 0.4439
N -0.6863 0.5418 0.2010
C -0.6888 -0.7905 -0.0308
N -1.7574 1.3063 -0.2900
C 0.1137 -1.8470 -0.0269
O -2.1957 -1.2082 0.2552
H -2.4239 -2.0592 -0.1463
H -2.5074 1.2467 0.3983
H -2.1416 0.9030 -1.1458
H 0.8902 1.1092 -1.3425
H 0.6465 2.1834 0.0215
H -0.2934 -2.8448 0.0748
H 1.1912 -1.8030 -0.0112
H 2.4581 -0.2263 -0.0929
H 1.8089 0.3444 1.4825
H 2.7855 1.3946 0.4636
*
```

CH2BrClNO2 | the ωB97M-V functional and the def2-TZVPD basis

Expectation value of S²: 2.013
Calculated total energy: -3278.63083 Ha
Frontier orbital gap (alpha / beta): 6.6 / 5.8 eV

The geometry in ORCA input format:
```
! RIJCOSX wB97M-V def2-TZVPD def2/J DEFGRID3
* xyz -1 3
C -0.4903 0.1346 0.9485
N 0.4599 -0.1587 -1.9422
O 0.7075 -0.8973 -0.9918
O -1.1893 1.0224 0.3288
Cl -1.4181 -1.1959 1.9904
Br 1.6417 1.4001 -2.2007
H 0.2938 0.3034 1.6267
H -0.0052 -0.6085 0.2402
*
```

C17H21BrClGaI2N2O6Si | the ωB97M-V functional and the def2-TZVPD basis

ΔE to the lowest compared entry with this formula, charge and spin: 1.41 kcal per mole
Calculated total energy: -7065.06678 Ha
Frontier orbital gap: 7.9 eV

The geometry in ORCA input format:
```
! RIJCOSX wB97M-V def2-TZVPD def2/J DEFGRID3
* xyz 0 1
Ga -0.7453 0.7786 -0.4510
C 0.7552 4.0228 -0.1215
C 0.2717 3.3348 1.0586
C 0.2646 3.9151 2.3445
C -0.0423 3.1624 3.4889
C -0.3810 1.8020 3.3320
C -0.5145 1.2955 2.0363
N -0.0042 1.9876 0.9374
N -1.1445 0.2095 1.5400
Si -1.7482 -1.1200 2.6399
C -3.4640 -0.4419 3.4629
C -0.5717 -1.4608 4.0591
C -2.1662 -2.6349 1.6263
H 0.2365 4.9642 -0.2841
H 0.6754 3.4642 -1.0743
H 1.8117 4.3422 0.0694
H 0.4152 4.9482 2.4542
H 0.0431 3.5409 4.4970
H -0.7462 1.2509 4.1663
H -3.3545 0.5879 3.9931
H -3.6093 -1.2220 4.2480
H -4.2905 -0.5021 2.7760
H 0.1908 -0.7024 4.1059
H -0.0955 -2.4833 4.0535
H -1.0305 -1.4014 5.0819
H -1.3564 -3.3707 1.3994
H -2.4657 -2.1391 0.6890
H -3.0755 -3.1183 2.0794
I -0.4970 -5.7463 -0.0239
C -0.3971 -4.5814 -1.8733
I 0.6950 -5.3903 -3.6384
H -0.0096 -3.5863 -1.6861
H -1.3889 -4.7132 -2.2856
O -2.6957 1.3243 -1.0042
Cl -3.0227 -0.0185 -1.5873
O -3.2260 0.0464 -3.0262
O -4.1027 -0.6339 -0.8162
O -1.7434 -0.8005 -1.3755
Br 5.8199 -1.8134 -2.3247
C 4.4515 -0.8017 -3.2322
C 4.6362 -0.0610 -4.4041
C 3.5504 0.6601 -4.8983
C 2.3466 0.7793 -4.2201
C 2.2720 0.2138 -2.9679
C 3.2510 -0.6728 -2.5394
C 1.1278 0.4605 -2.0404
O 0.1764 1.2507 -2.3522
O 1.0983 -0.1898 -0.9117
H 5.5754 -0.2086 -4.9948
H 3.6474 1.2156 -5.8452
H 1.4923 1.3377 -4.6120
H 3.0845 -1.0804 -1.5487
*
```

C15H14NO4S4SbTm | the ωB97M-V functional and the def2-TZVPD basis

ΔE to the lowest compared entry with this formula, charge and spin: 1.35 kcal per mole
Expectation value of S²: 3.762
Calculated total energy: -3854.23757 Ha
Frontier orbital gap (alpha / beta): 5.7 / 6.1 eV

The geometry in ORCA input format:
```
! RIJCOSX wB97M-V def2-TZVPD def2/J DEFGRID3
* xyz -2 4
Tm 0.4178 0.0018 -0.1986
C -0.3088 -0.8214 4.6295
C 0.3974 -0.2024 3.4422
O 0.2931 -0.7615 2.3630
C 1.1964 1.0134 3.6130
C 1.6689 1.4027 4.8726
C 2.5290 2.4681 5.0260
C 2.9335 3.1681 3.8704
C 2.4624 2.8369 2.6244
C 1.5300 1.7670 2.4480
O 0.9931 1.5410 1.3204
H -1.0106 -1.5650 4.2609
H -0.8363 -0.0638 5.2121
H 0.4160 -1.3103 5.2856
H 1.3672 0.8339 5.7468
H 2.8958 2.7518 6.0046
H 3.6380 3.9888 3.9694
H 2.7723 3.3679 1.7314
S -4.1888 -2.6723 0.9920
Sb -2.1901 -1.5218 0.9285
S -2.2824 0.6214 -0.0288
S -0.4877 -2.5743 -0.2876
O 2.5051 1.2549 -0.9851
C 2.5868 0.1193 -1.4822
O 2.3049 -0.9331 -0.8015
C 2.8627 -0.0023 -2.9534
C 4.1520 0.0105 -3.4673
C 4.3681 -0.0384 -4.8411
C 3.2630 -0.0922 -5.6860
C 1.9741 -0.0988 -5.1688
C 1.7282 -0.0519 -3.7848
S 0.1032 -0.0587 -3.1192
H 4.9950 0.0601 -2.7837
H 5.3753 -0.0332 -5.2425
H 3.4082 -0.1298 -6.7616
H 1.1181 -0.1421 -5.8335
N 0.0154 2.4746 -1.1477
H 0.9011 2.9415 -1.0080
H -0.7409 2.9958 -0.7264
H -0.1524 2.3349 -2.1375
*
```